Run i
Below is an isolated molecule of C4H9FS, with properties calculated with ωB97M-V/def2-TZVPD.

Structure (XYZ):
```
15
Properties=species:S:1:pos:R:3:nbo_charge:R:1
C 0.54929 0.10212 -2.68317 -0.621
C -0.02537 -0.73821 -1.56438 -0.533
C 0.38653 0.57476 0.84661 -0.633
C -1.16990 0.81489 1.19981 0.056
H 0.69607 1.10575 -2.19932 0.198
H -0.28015 0.38190 -3.37496 0.217
H 1.49588 -0.20774 -3.01882 0.221
H -0.14954 -1.72868 -1.84891 0.217
H -1.02072 -0.33513 -1.25161 0.202
H 0.99595 0.44487 1.75046 0.253
H 0.85004 1.52395 0.36105 0.212
H -1.78941 0.36734 0.40637 0.159
H -1.40809 1.86000 1.07182 0.162
F -1.47055 0.50104 2.50083 -0.350
S 0.96260 -0.77769 -0.07479 0.240
```

Properties
Charge   0
Spin multiplicity   1
SMILES   CCSCCF
Kohn-Sham gap   0.3494 Ha

***

Run ii
Below is an isolated molecule of C4H9FS, with properties calculated with ωB97M-V/def2-TZVPD.

Structure (XYZ):
```
15
Properties=species:S:1:pos:R:3:nbo_charge:R:1
C -1.04954 1.40153 -0.08256 -0.673
C -1.12171 -0.05919 -0.12387 0.220
C 0.02578 -0.86179 0.60159 -0.446
C 1.20269 -1.06045 -0.31465 -0.505
H -1.33411 1.82287 0.87688 0.218
H -0.02466 1.72514 -0.09253 0.230
H -1.65602 1.84316 -0.86793 0.233
H -2.05919 -0.35501 0.41980 0.154
H 0.30436 -0.36154 1.55404 0.222
H -0.41957 -1.88792 0.72922 0.220
H 0.93440 -1.37919 -1.29171 0.237
H 2.00058 -1.68537 0.07174 0.222
H 2.42777 0.90643 0.61535 0.117
F -1.34034 -0.53385 -1.43356 -0.380
S 2.10955 0.48520 -0.66181 -0.070
```

Properties
Charge   0
Spin multiplicity   1
SMILES   C[C@@H](F)CCS
Kohn-Sham gap   0.3559 Ha

***

Which is the most stable structure? run ii is the most stable.

***

Run i
Below is a cluster of 2 separate species, C3H8N3O2 in total, with properties calculated with ωB97M-V/def2-TZVPD.

Structure (XYZ):
```
16
Properties=species:S:1:pos:R:3:nbo_charge:R:1
C -1.83867 0.77592 -0.62509 0.249
C 1.98099 0.02320 0.48415 -0.299
C 1.34287 -1.38310 0.86477 -0.119
N 0.47542 -0.58365 -1.07018 0.347
N -2.65548 1.37750 0.21557 -0.780
N 1.44473 0.22010 -0.82421 -0.249
O -2.53876 0.10353 -1.54668 -0.659
O 0.35661 -1.46548 -0.19036 -0.199
H 1.50190 0.67995 1.09290 0.226
H 3.11919 0.18532 0.67457 0.278
H 2.09250 -2.19573 0.87103 0.239
H 0.92734 -1.40705 1.87278 0.246
H -2.26480 1.97526 0.92771 0.394
H -3.53573 1.11211 0.50492 0.397
H -1.90384 -0.45788 -1.94677 0.491
H 1.49573 1.04001 -1.30510 0.439
```

Properties
Charge   +1
Spin multiplicity   1
Kohn-Sham gap (spin up / spin down)   0.2681 / 0.2682 Ha

***

Run ii
Below is a cluster of 2 separate species, C3H8N3O2 in total, with properties calculated with ωB97M-V/def2-TZVPD.

Structure (XYZ):
```
16
Properties=species:S:1:pos:R:3:nbo_charge:R:1
C -0.74872 0.56238 0.07374 0.502
C 0.27507 -1.76932 -0.34869 -0.712
C 0.12126 -0.31668 -0.73362 -0.168
N -0.97539 0.26485 1.30330 -0.684
N -1.20462 1.71858 -0.33631 -0.696
N 1.91486 0.49746 -0.08971 0.559
O 2.07137 1.65457 -0.34059 -0.258
O 2.62060 -0.41082 0.30344 -0.278
H 0.30226 -2.02619 0.73775 0.231
H -0.45235 -2.55550 -0.78202 0.281
H 1.32878 -2.10500 -0.56883 0.291
H 0.16042 -0.03371 -1.76377 0.248
H -0.71249 -0.58385 1.73334 0.436
H -1.52928 0.88842 1.78816 0.405
H -1.38638 1.99207 -1.27518 0.438
H -1.78537 2.22274 0.29899 0.406
```

Properties
Charge   +1
Spin multiplicity   1
Kohn-Sham gap (spin up / spin down)   0.3248 / 0.3248 Ha

***

Which is the most stable structure? run ii is the most stable.

***

Run i
Below is a structure of composition CsH2O, with properties calculated with ωB97M-V/def2-TZVPD.

Structure (XYZ):
```
4
Properties=species:S:1:pos:R:3:nbo_charge:R:1
Cs -0.20175 2.26065 -1.17885 0.999
O -0.02481 -0.48607 0.66082 -0.939
H 0.29614 -0.31644 -0.21445 0.437
H -0.06958 -1.45814 0.73248 0.503
```

Properties
Charge   +1
Spin multiplicity   1
Kohn-Sham gap   0.4333 Ha

***

Run ii
Below is a structure of composition CsH2O, with properties calculated with ωB97M-V/def2-TZVPD.

Structure (XYZ):
```
4
Properties=species:S:1:pos:R:3:nbo_charge:R:1
Cs -0.13588 2.81011 1.62704 0.999
O 0.17696 -0.73318 -0.23608 -0.962
H 0.67620 -1.30899 -0.81524 0.489
H -0.71728 -0.76794 -0.57573 0.474
```

Properties
Charge   +1
Spin multiplicity   1
Kohn-Sham gap   0.4104 Ha

***

Run iii
Below is a structure of composition CsH2O, with properties calculated with ωB97M-V/def2-TZVPD.

Structure (XYZ):
```
4
Properties=species:S:1:pos:R:3:mulliken_charge:R:1
Cs -1.39565 0.30047 1.03413 0.988
O 0.24586 -0.11630 -0.66748 -0.670
H 0.12573 -0.60370 0.14753 0.301
H 1.02407 0.41953 -0.51419 0.381
```

Properties
Charge   +1
Spin multiplicity   1
Kohn-Sham gap   0.4684 Ha

***

Which is the most stable structure? run ii is the most stable.